(1)
Formula: C4H6FO4
Source: the OMol25 dataset
Level of theory: the ωB97M-V functional and the def2-TZVPD basis

```
15
Properties=species:S:1:pos:R:3:mulliken_charge:R:1
O -0.98 0.56 0.74 -0.604
C -1.04 1.56 -0.12 0.275
C 0.15 1.42 -1.07 -0.540
O 1.20 0.92 -0.26 -0.406
C 0.78 -0.11 0.57 0.930
O 0.65 -1.23 -0.23 -0.322
O 1.34 -0.22 1.67 -0.767
C 0.18 -2.39 0.41 -0.672
H 0.46 2.37 -1.50 0.288
F -0.82 2.84 0.60 -0.394
H -2.00 1.71 -0.64 0.207
H -0.10 0.69 -1.86 0.264
H 0.09 -3.16 -0.37 0.207
H 0.88 -2.73 1.18 0.261
H -0.81 -2.22 0.87 0.273
```

Its charge is -1. The energy above the lowest of the compared OMol25 structures with the same formula, charge and spin is 0.0000 eV. For the highest occupied orbital energy, the calculation gives -0.174 Eh. Its total energy is -556.880743 a.u. As for the spin multiplicity: 1. The calculation puts the lowest unoccupied orbital energy at 4.04 eV. The value obtained for the HOMO-LUMO gap is 8.77 eV.


(2)
Formula: C4H6FeLiO2
Source: the OMol25 dataset
Level of theory: the ωB97M-V functional and the def2-TZVPD basis

```
14
Properties=species:S:1:pos:R:3:mulliken_charge:R:1
O 1.63 0.39 -0.88 -0.661
Fe 1.11 -1.16 0.06 0.289
C 0.77 1.39 -1.29 -0.243
C -0.37 1.67 -0.30 -0.713
H 1.31 2.35 -1.43 0.304
H 0.11 2.15 0.57 0.337
H -1.05 2.44 -0.71 0.353
H 0.32 1.17 -2.28 0.319
C -1.56 -0.10 -0.63 -0.603
C -1.13 0.43 0.58 0.221
O -1.30 0.42 1.84 -0.876
Li -0.68 -1.51 2.16 0.772
H -1.19 -0.27 -1.64 0.253
H -2.37 -0.83 -0.52 0.250
```

The energy above the lowest of the compared OMol25 structures with the same formula, charge and spin is 0.0000 eV. For the highest occupied orbital energy (spin up / spin down), the calculation gives -0.268 / -0.281 Eh. Its total energy is -1577.559255 a.u. As for the spin multiplicity: 6. The calculation puts the lowest unoccupied orbital energy (spin up / spin down) at -0.54 / -1.61 eV. The value obtained for the HOMO-LUMO gap (spin up / spin down) is 6.75 / 6.02 eV.


(3)
Formula: C4H6HgO2
Source: the OMol25 dataset
Level of theory: the ωB97M-V functional and the def2-TZVPD basis

```
13
Properties=species:S:1:pos:R:3:mulliken_charge:R:1
O 2.30 -0.69 -2.04 -0.525
C 1.32 -0.45 -1.06 -0.628
C 0.75 0.94 -1.30 0.067
C -0.26 1.32 -0.30 0.158
C -1.25 1.40 0.44 -0.868
H 2.65 -1.58 -1.94 0.315
H 1.77 -0.49 -0.05 0.266
H 0.51 -1.20 -1.12 0.353
H 0.29 0.98 -2.30 0.263
H 1.57 1.68 -1.29 0.274
H -1.72 1.93 1.25 0.446
O -2.40 -0.67 1.46 -0.525
Hg -0.28 -0.82 1.64 0.403
```

The energy above the lowest of the compared OMol25 structures with the same formula, charge and spin is 1.2513 eV. For the highest occupied orbital energy (spin up / spin down), the calculation gives -0.306 / -0.347 Eh. Its total energy is -459.681107 a.u. As for the spin multiplicity: 3. The calculation puts the lowest unoccupied orbital energy (spin up / spin down) at 0.53 / -1.55 eV. The value obtained for the HOMO-LUMO gap (spin up / spin down) is 8.85 / 7.88 eV.


(4)
Formula: C4H6I2
Source: the OMol25 dataset
Level of theory: the ωB97M-V functional and the def2-TZVPD basis

```
12
Properties=species:S:1:pos:R:3:mulliken_charge:R:1
C 1.12 -0.64 0.05 -1.273
C -0.32 -0.29 -0.58 0.180
I -0.26 -0.71 -2.67 0.065
C -1.05 0.93 -0.05 -0.556
C -1.59 -0.41 0.14 -0.458
I -1.40 -1.29 2.07 0.025
H 1.75 0.23 -0.35 0.323
H 1.58 -1.53 -0.41 0.385
H 1.04 -0.70 1.09 0.374
H -1.39 1.53 -0.93 0.248
H -0.49 1.46 0.69 0.285
H -2.48 -0.74 -0.50 0.402
```

The energy above the lowest of the compared OMol25 structures with the same formula, charge and spin is 0.2556 eV. For the highest occupied orbital energy, the calculation gives -0.340 Eh. Its total energy is -751.341246 a.u. As for the spin multiplicity: 1. The calculation puts the lowest unoccupied orbital energy at 0.14 eV. The value obtained for the HOMO-LUMO gap is 9.40 eV. As for the SMILES: C[C@]1(I)C[C@@H]1I.


(5)
Formula: C4H6INO
Source: the OMol25 dataset
Level of theory: the ωB97M-V functional and the def2-TZVPD basis

```
13
Properties=species:S:1:pos:R:3:mulliken_charge:R:1
C -0.85 -1.12 0.34 -1.350
C 0.50 -0.45 0.03 0.264
I 2.11 -1.83 -0.19 0.114
C 0.61 0.76 -0.78 -0.691
C 1.09 0.88 0.62 -0.032
N 0.14 1.60 1.35 -0.038
O 0.57 2.35 2.24 -0.397
H -0.74 -1.60 1.32 0.347
H -0.92 -1.71 -0.58 0.391
H -1.70 -0.57 0.35 0.414
H -0.29 1.44 -0.84 0.295
H 1.27 0.82 -1.69 0.242
H 2.11 1.09 0.92 0.443
```

The energy above the lowest of the compared OMol25 structures with the same formula, charge and spin is 4.2553 eV. For the highest occupied orbital energy (spin up / spin down), the calculation gives -0.341 / -0.341 Eh. Its total energy is -583.563157 a.u. As for the spin multiplicity: 1. The calculation puts the lowest unoccupied orbital energy (spin up / spin down) at -0.23 / -0.23 eV. The value obtained for the HOMO-LUMO gap (spin up / spin down) is 9.04 / 9.04 eV. As for the SMILES: C[C@@]1(I)C[C@H]1N=O.


(6)
Formula: C4H6INO
Source: the OMol25 dataset
Level of theory: the ωB97M-V functional and the def2-TZVPD basis

```
13
Properties=species:S:1:pos:R:3:mulliken_charge:R:1
C -0.23 -0.62 -0.01 0.205
C -2.37 1.25 -0.07 -0.108
C 2.22 -1.11 -0.02 -1.117
C 1.09 -0.08 0.17 -0.104
N -2.50 2.45 -0.10 -0.392
O -0.91 -1.56 -0.15 -0.295
I -3.79 -0.40 -0.13 -0.052
H 2.22 -1.49 -1.04 0.323
H 2.08 -1.95 0.66 0.323
H 3.18 -0.64 0.18 0.339
H 1.12 0.34 1.18 0.297
H 1.22 0.76 -0.52 0.305
H -3.33 3.03 -0.16 0.276
```

The energy above the lowest of the compared OMol25 structures with the same formula, charge and spin is 4.2570 eV. For the highest occupied orbital energy (spin up / spin down), the calculation gives -0.272 / -0.253 Eh. Its total energy is -583.563095 a.u. As for the spin multiplicity: 1. The calculation puts the lowest unoccupied orbital energy (spin up / spin down) at 0.60 / -0.51 eV. The value obtained for the HOMO-LUMO gap (spin up / spin down) is 7.99 / 6.39 eV.